The following is a quantum chemistry calculation of a molecular structure, C66H55IrN7O5S6, from the Open Molecules 2025 dataset.

```
140
Properties=species:S:1:pos:R:3
Ir -1.20 -0.84 0.03
C 2.52 0.25 -8.54
C 2.08 0.17 -7.11
C 1.49 -0.98 -6.60
C 1.07 -1.05 -5.29
C 1.29 0.04 -4.46
C 1.85 1.21 -4.95
C 2.24 1.27 -6.27
S 0.94 0.11 -2.67
O -0.10 -0.92 -2.38
C 2.49 -0.72 -2.22
C 2.61 -2.06 -2.62
C 3.73 -2.77 -2.33
C 4.75 -2.20 -1.53
C 5.91 -2.93 -1.18
C 6.88 -2.37 -0.41
C 6.73 -1.06 0.07
C 5.62 -0.32 -0.26
C 4.62 -0.86 -1.09
C 3.49 -0.09 -1.51
C 3.53 1.36 -1.21
C 4.47 2.16 -1.92
C 5.28 1.65 -2.96
C 6.24 2.44 -3.55
C 6.41 3.77 -3.15
C 5.61 4.31 -2.17
C 4.63 3.52 -1.53
C 3.84 4.04 -0.49
C 2.94 3.25 0.17
C 2.79 1.91 -0.19
S 1.61 0.73 0.55
O 0.46 0.90 -0.41
C 1.06 1.51 2.08
C 0.34 2.79 2.09
C -0.26 3.08 4.16
C 0.25 1.98 5.00
C 0.04 2.11 6.47
C 1.04 0.98 4.53
C 1.40 0.77 3.17
H 2.55 -0.73 -9.00
H 3.50 0.71 -8.62
H 1.83 0.87 -9.11
H 1.36 -1.83 -7.25
H 0.58 -1.94 -4.92
H 1.99 2.05 -4.29
H 2.68 2.18 -6.66
H 1.79 -2.50 -3.17
H 3.85 -3.78 -2.69
H 6.00 -3.95 -1.53
H 7.76 -2.93 -0.14
H 7.49 -0.63 0.70
H 5.51 0.69 0.12
H 5.16 0.63 -3.27
H 6.87 2.03 -4.32
H 7.18 4.37 -3.61
H 5.73 5.33 -1.86
H 3.97 5.07 -0.20
H 2.37 3.66 0.99
H 0.29 3.22 1.08
H -0.78 3.81 4.78
H -0.87 2.64 6.72
H 0.88 2.67 6.89
H 0.03 1.13 6.95
H 1.43 0.26 5.23
H 2.02 -0.09 2.98
O -4.33 -0.21 0.39
S -4.52 -1.65 0.47
O -5.50 -2.14 -0.46
N -3.03 -2.29 0.10
C -2.87 -3.57 -0.32
C -3.89 -4.51 -0.49
C -3.62 -5.81 -0.93
C -2.34 -6.21 -1.22
C -1.27 -5.31 -1.07
C 0.07 -5.66 -1.33
C 1.05 -4.72 -1.14
C 0.69 -3.44 -0.72
N -0.55 -3.08 -0.51
C -1.53 -3.98 -0.64
C -4.94 -2.06 2.17
C -5.16 -1.00 3.03
C -5.48 -1.25 4.35
C -5.55 -2.56 4.81
C -5.35 -3.61 3.94
C -5.05 -3.37 2.60
H -4.92 -4.22 -0.33
H -4.44 -6.50 -1.06
H -2.14 -7.22 -1.55
H 0.30 -6.65 -1.68
H 2.09 -4.95 -1.30
H 1.44 -2.68 -0.57
H -5.09 0.01 2.65
H -5.67 -0.43 5.02
H -5.78 -2.75 5.85
H -5.43 -4.63 4.28
H -4.90 -4.18 1.92
O -1.50 0.91 1.42
C -1.99 1.56 2.50
C -3.34 2.15 2.12
C -4.48 2.40 2.82
C -5.49 3.00 2.04
C -5.11 3.19 0.75
S -3.52 2.61 0.46
C -2.16 0.69 3.71
C -1.95 -0.65 3.79
C -2.21 -1.18 5.07
C -2.63 -0.24 5.95
S -2.75 1.31 5.22
C -1.01 2.78 2.83
C 0.86 3.70 3.25
C 0.60 5.14 3.03
C -0.63 5.52 2.67
S -1.89 4.36 2.41
H -4.61 2.19 3.87
H -6.44 3.28 2.44
H -5.68 3.64 -0.04
H -1.61 -1.22 2.94
H -2.07 -2.21 5.33
H -2.88 -0.34 6.99
H 1.88 3.49 3.56
H 1.39 5.85 3.20
H -0.93 6.53 2.51
N -4.44 1.17 -3.37
C -3.44 2.18 -2.93
C -2.21 1.43 -2.35
N -2.60 0.23 -1.65
H -5.39 1.55 -3.41
H -4.37 0.42 -2.63
H -4.20 0.77 -4.28
H -3.89 2.79 -2.14
H -3.16 2.83 -3.76
H -1.70 2.10 -1.66
H -1.51 1.17 -3.14
H -2.72 -0.58 -2.23
H -3.30 0.34 -0.91
N 3.71 -3.90 3.16
C 2.65 -3.54 2.90
N 1.45 -3.20 2.61
C 0.87 -2.27 2.03
N 0.25 -1.41 1.53
```

Computed properties:
Lowest unoccupied orbital energy (alpha / beta)   -5.37 / -7.87 eV
Spin multiplicity   2
Highest occupied orbital energy (alpha / beta)   -0.425 / -0.425 hartree
⟨S²⟩   0.761
Frontier orbital gap (alpha / beta)   6.2 / 3.7 eV
Largest force on an atom   3.7 eV/A
Charge   +2

Here are the Löwdin charges for atoms 1 to 99, given in e:
1 Ir 1.43
2 C -0.04
3 C -0.26
4 C -0.02
5 C -0.07
6 C -0.36
7 C -0.09
8 C -0.03
9 S 1.01
10 O -0.56
11 C -0.28
12 C -0.09
13 C 0.00
14 C -0.14
15 C -0.01
16 C -0.05
17 C -0.04
18 C 0.00
19 C -0.11
20 C -0.17
21 C -0.16
22 C -0.10
23 C 0.00
24 C -0.04
25 C -0.05
26 C -0.02
27 C -0.15
28 C 0.00
29 C -0.04
30 C -0.25
31 S 1.08
32 O -0.63
33 C -0.28
34 C -0.21
35 C -0.18
36 C -0.22
37 C -0.05
38 C 0.02
39 C -0.04
40 H 0.08
41 H 0.09
42 H 0.09
43 H 0.12
44 H 0.11
45 H 0.11
46 H 0.12
47 H 0.10
48 H 0.12
49 H 0.12
50 H 0.11
51 H 0.11
52 H 0.12
53 H 0.13
54 H 0.11
55 H 0.11
56 H 0.12
57 H 0.12
58 H 0.09
59 H 0.15
60 H 0.14
61 H 0.06
62 H 0.11
63 H 0.09
64 H 0.14
65 H 0.11
66 O -0.39
67 S 0.67
68 O -0.29
69 N -0.18
70 C -0.28
71 C -0.04
72 C -0.05
73 C -0.03
74 C -0.14
75 C 0.03
76 C -0.01
77 C -0.14
78 N 0.03
79 C -0.15
80 C -0.25
81 C -0.06
82 C -0.06
83 C -0.06
84 C -0.05
85 C -0.04
86 H 0.09
87 H 0.12
88 H 0.12
89 H 0.13
90 H 0.11
91 H 0.10
92 H 0.09
93 H 0.11
94 H 0.12
95 H 0.11
96 H 0.10
97 O -0.30
98 C -0.57
99 C -0.53

The following is a quantum chemistry calculation of 11 unconnected molecules or ions with the total composition C66H55N11O22, from the Open Molecules 2025 dataset.

```
154
Properties=species:S:1:pos:R:3
C -0.83 2.39 0.25
C 0.06 1.70 1.08
C 0.85 0.69 0.57
C 0.62 0.26 -0.72
C -0.15 1.00 -1.58
C -0.91 2.05 -1.09
N 1.23 -0.97 -1.18
O 2.34 -1.25 -0.79
O 0.58 -1.67 -1.94
H -1.50 3.09 0.73
H 0.22 1.96 2.12
H 1.52 0.17 1.24
H -0.26 0.67 -2.61
H -1.58 2.58 -1.76
C 3.15 -4.41 -2.23
C 2.65 -5.30 -3.17
C 3.02 -6.63 -3.24
C 4.00 -7.05 -2.35
C 4.53 -6.21 -1.40
C 4.15 -4.87 -1.37
N 4.47 -8.43 -2.43
O 3.75 -9.25 -2.97
O 5.57 -8.67 -1.96
H 2.87 -3.37 -2.22
H 1.96 -4.89 -3.91
H 2.66 -7.26 -4.04
H 5.33 -6.53 -0.75
H 4.60 -4.24 -0.62
C -0.34 0.20 -6.89
C -0.15 -0.66 -5.81
C 0.54 -1.85 -6.04
C 1.04 -2.11 -7.29
C 0.75 -1.31 -8.39
C -0.06 -0.21 -8.18
N 1.69 -3.40 -7.52
O 2.22 -3.57 -8.60
O 1.68 -4.21 -6.62
H -0.91 1.10 -6.71
H -0.49 -0.35 -4.83
H 0.62 -2.56 -5.24
H 1.06 -1.60 -9.38
H -0.41 0.41 -9.00
C -2.28 6.08 7.39
C -2.59 6.54 6.11
C -2.11 5.90 4.99
C -1.42 4.71 5.18
C -1.13 4.24 6.43
C -1.58 4.90 7.57
N -1.17 3.84 4.01
O -1.33 4.34 2.92
O -0.92 2.67 4.20
H -2.71 6.63 8.21
H -3.11 7.48 6.02
H -2.42 6.22 4.00
H -0.80 3.22 6.56
H -1.40 4.45 8.53
C -2.52 -3.72 -4.20
C -1.47 -3.58 -3.32
C -0.97 -4.69 -2.65
C -1.59 -5.91 -2.84
C -2.66 -6.07 -3.72
C -3.07 -4.98 -4.46
N -1.19 -7.03 -1.99
O -2.02 -7.90 -1.80
O -0.06 -7.01 -1.53
H -3.03 -2.86 -4.63
H -0.93 -2.67 -3.10
H -0.01 -4.70 -2.16
H -3.05 -7.07 -3.77
H -3.84 -5.09 -5.21
C 4.99 -0.40 0.62
C 5.96 -0.49 -0.38
C 7.18 0.12 -0.20
C 7.45 0.80 0.98
C 6.51 0.86 1.98
C 5.25 0.30 1.78
N 8.80 1.28 1.24
O 9.55 1.41 0.29
O 9.10 1.52 2.40
H 4.06 -0.95 0.53
H 5.64 -0.98 -1.29
H 7.87 0.18 -1.04
H 6.74 1.36 2.92
H 4.50 0.37 2.56
C 1.50 3.41 -5.93
C 2.56 2.91 -6.68
C 3.38 1.95 -6.12
C 3.08 1.41 -4.89
C 2.05 1.91 -4.13
C 1.30 2.95 -4.63
N 3.92 0.34 -4.37
O 4.17 -0.59 -5.10
O 4.31 0.47 -3.22
H 0.85 4.20 -6.27
H 2.72 3.25 -7.69
H 4.25 1.54 -6.62
H 1.92 1.56 -3.12
H 0.47 3.40 -4.09
C -4.71 4.44 -2.26
C -4.85 4.68 -3.62
C -5.64 5.75 -4.03
C -6.24 6.54 -3.08
C -6.14 6.29 -1.71
C -5.39 5.19 -1.32
N -7.32 7.43 -3.56
O -8.38 7.41 -2.98
O -7.04 8.14 -4.51
H -4.19 3.54 -1.95
H -4.39 4.02 -4.34
H -5.89 5.92 -5.07
H -6.50 7.00 -0.99
H -5.30 5.01 -0.26
C 0.31 -2.60 2.73
C 0.82 -3.78 2.17
C 1.15 -4.86 2.97
C 1.00 -4.72 4.33
C 0.46 -3.59 4.90
C 0.11 -2.51 4.10
N 1.35 -5.87 5.19
O 1.96 -5.62 6.21
O 0.97 -6.96 4.84
H 0.23 -1.76 2.05
H 0.91 -3.80 1.09
H 1.48 -5.78 2.51
H 0.24 -3.55 5.96
H -0.45 -1.69 4.52
C 0.98 -0.10 8.75
C 2.15 -0.63 8.23
C 2.44 -0.48 6.89
C 1.54 0.13 6.03
C 0.33 0.60 6.53
C 0.08 0.50 7.89
N 1.91 0.32 4.64
O 3.09 0.26 4.36
O 1.01 0.44 3.83
H 0.77 -0.19 9.80
H 2.87 -1.14 8.86
H 3.35 -0.90 6.48
H -0.33 1.15 5.87
H -0.84 0.95 8.25
C -7.48 1.61 4.82
C -7.68 2.98 4.76
C -6.84 3.76 3.99
C -5.79 3.15 3.31
C -5.61 1.78 3.31
C -6.44 1.02 4.11
N -4.95 3.97 2.43
O -4.08 3.41 1.80
O -5.23 5.15 2.30
H -8.11 0.96 5.42
H -8.49 3.46 5.29
H -6.87 4.84 3.92
H -4.81 1.36 2.71
H -6.32 -0.06 4.12
```

Computed properties:
Lowest unoccupied orbital energy   -1.37 eV
Energy relative to the best compared isomer or geometry (same formula, charge and spin)   1.079 eV
Structure (SMILES)   O=[N+]([O-])c1ccccc1.O=[N+]([O-])c1ccccc1.O=[N+]([O-])c1ccccc1.O=[N+]([O-])c1ccccc1.O=[N+]([O-])c1ccccc1.O=[N+]([O-])c1ccccc1.O=[N+]([O-])c1ccccc1.O=[N+]([O-])c1ccccc1.O=[N+]([O-])c1ccccc1.O=[N+]([O-])c1ccccc1.O=[N+]([O-])c1ccccc1
Highest occupied orbital energy   -0.353 hartree
Frontier orbital gap   8.2 eV
Largest force on an atom   1.5 eV/A
Charge   0

Here are the Löwdin charges for atoms 1 to 99, given in e:
1 C -0.04
2 C -0.04
3 C 0.00
4 C -0.16
5 C -0.03
6 C -0.05
7 N -0.32
8 O 0.07
9 O 0.06
10 H 0.09
11 H 0.08
12 H 0.11
13 H 0.10
14 H 0.10
15 C -0.06
16 C -0.08
17 C 0.01
18 C -0.15
19 C -0.01
20 C -0.06
21 N -0.35
22 O 0.08
23 O 0.07
24 H 0.08
25 H 0.10
26 H 0.13
27 H 0.12
28 H 0.10
29 C -0.08
30 C -0.06
31 C -0.01
32 C -0.15
33 C 0.01
34 C -0.06
35 N -0.35
36 O 0.08
37 O 0.08
38 H 0.11
39 H 0.09
40 H 0.11
41 H 0.12
42 H 0.11
43 C -0.07
44 C -0.06
45 C 0.01
46 C -0.14
47 C 0.00
48 C -0.05
49 N -0.32
50 O 0.08
51 O 0.06
52 H 0.11
53 H 0.11
54 H 0.12
55 H 0.10
56 H 0.11
57 C -0.07
58 C -0.07
59 C 0.00
60 C -0.15
61 C 0.00
62 C -0.06
63 N -0.34
64 O 0.08
65 O 0.08
66 H 0.11
67 H 0.07
68 H 0.10
69 H 0.12
70 H 0.11
71 C -0.06
72 C -0.06
73 C -0.01
74 C -0.15
75 C 0.00
76 C -0.05
77 N -0.36
78 O 0.07
79 O 0.07
80 H 0.08
81 H 0.10
82 H 0.12
83 H 0.12
84 H 0.08
85 C -0.08
86 C -0.06
87 C 0.00
88 C -0.16
89 C -0.02
90 C -0.07
91 N -0.35
92 O 0.10
93 O 0.09
94 H 0.11
95 H 0.11
96 H 0.13
97 H 0.10
98 H 0.11
99 C -0.07

The following is a quantum chemistry calculation of 3 unconnected molecules or ions with the total composition C66H58FN3O8S, from the Open Molecules 2025 dataset.

```
137
Properties=species:S:1:pos:R:3
C -6.62 3.18 5.21
C -6.01 1.66 5.30
C -4.57 1.64 4.52
F -3.53 1.29 5.56
C -4.45 0.46 3.37
C -4.71 0.69 1.89
C -5.11 2.22 1.46
C -5.42 2.44 -0.13
C -7.04 2.67 -0.32
C -7.49 4.25 -0.02
C -7.00 5.30 -1.18
C -7.76 6.78 -1.06
C -6.77 7.98 -0.54
S -7.70 9.52 0.07
C -6.96 11.09 -0.64
N -7.24 11.68 -2.04
N -6.55 12.87 -2.34
C -5.75 13.13 -1.07
O -6.00 12.07 -0.06
C -4.53 -0.59 0.87
O -5.29 -0.86 -0.20
C -3.30 -1.65 1.27
C -2.35 -2.41 0.16
C -2.58 -2.16 -1.44
C -1.21 -2.37 -2.31
O -0.43 -1.28 -2.49
C -0.67 -3.79 -2.95
C -0.97 -5.29 -2.37
C -0.41 -6.71 -2.98
C 0.55 -6.62 -4.31
C 0.86 -5.14 -4.98
C 0.26 -3.72 -4.34
C -1.16 -3.39 0.75
C -0.87 -3.64 2.36
C 0.40 -4.63 2.78
C 1.35 -3.93 3.95
C 2.54 -5.03 4.37
C 3.96 -4.78 3.58
N 4.18 -5.67 2.38
C 4.64 -5.13 1.04
C 4.79 -6.31 -0.08
C 4.38 -7.70 0.69
C 4.02 -7.17 2.20
C -1.81 -2.88 3.47
C -3.00 -1.90 2.89
C -3.98 -1.04 3.94
O -4.39 -1.54 5.13
H -5.95 3.92 4.56
H -7.69 3.18 4.73
H -6.69 3.68 6.28
H -5.81 1.45 6.46
H -6.78 0.85 4.94
H -4.23 2.67 4.07
H -5.97 2.66 2.15
H -4.15 2.90 1.71
H -4.91 3.48 -0.43
H -4.95 1.65 -0.85
H -7.64 2.03 0.49
H -7.42 2.41 -1.40
H -7.11 4.63 1.03
H -8.68 4.27 0.03
H -7.29 4.89 -2.26
H -5.85 5.54 -1.11
H -8.69 6.76 -0.33
H -8.20 7.11 -2.12
H -6.16 7.55 0.39
H -6.00 8.33 -1.34
H -5.05 14.08 -1.00
H -3.07 -1.09 -1.66
H -3.35 -2.98 -1.81
H -1.66 -5.35 -1.40
H -0.70 -7.70 -2.42
H 1.00 -7.62 -4.75
H 1.53 -5.07 -5.97
H 0.54 -2.71 -4.87
H -0.42 -3.94 0.01
H 1.09 -4.81 1.84
H -0.06 -5.61 3.23
H 0.76 -3.73 4.94
H 1.90 -2.96 3.57
H 2.12 -6.08 4.01
H 2.71 -5.04 5.55
H 4.84 -4.93 4.35
H 4.00 -3.66 3.18
H 4.90 -4.01 0.81
H 5.16 -6.20 -1.19
H 4.35 -8.81 0.32
H 3.68 -7.92 3.03
H -1.65 -3.02 4.62
C 5.30 2.64 6.17
C 4.84 3.96 6.07
C 3.96 4.32 5.06
C 3.54 3.37 4.12
C 4.01 2.06 4.20
C 4.89 1.69 5.24
C 3.62 1.06 3.19
O 4.03 -0.10 3.26
C 2.72 1.46 2.09
C 2.38 0.54 1.09
C 1.52 0.91 0.06
C 1.00 2.20 0.02
C 1.34 3.13 1.00
C 2.21 2.76 2.04
C 2.59 3.75 3.06
O 2.13 4.89 3.02
H 5.98 2.36 6.97
H 5.18 4.70 6.80
H 3.61 5.35 4.99
H 5.25 0.67 5.31
H 2.79 -0.47 1.12
H 1.27 0.19 -0.72
H 0.32 2.49 -0.79
H 0.93 4.13 0.96
C 9.69 -2.75 -7.88
C 9.32 -1.52 -8.42
C 8.13 -0.91 -8.01
C 7.31 -1.53 -7.06
C 7.67 -2.77 -6.54
C 8.87 -3.38 -6.94
C 6.79 -3.46 -5.57
O 7.11 -4.55 -5.11
C 5.52 -2.83 -5.18
C 4.65 -3.49 -4.31
C 3.45 -2.89 -3.92
C 3.12 -1.62 -4.39
C 3.99 -0.96 -5.26
C 5.18 -1.56 -5.66
C 6.07 -0.87 -6.61
O 5.78 0.25 -7.03
H 10.62 -3.23 -8.20
H 9.95 -1.04 -9.16
H 7.85 0.05 -8.43
H 9.17 -4.34 -6.53
H 4.90 -4.49 -3.93
H 2.77 -3.42 -3.25
H 2.19 -1.15 -4.09
H 3.72 0.03 -5.63
```

Computed properties:
Lowest unoccupied orbital energy   -1.70 eV
Structure (SMILES)   CC[C@@H](F)C1=C(CCCCCCCSc2nnco2)C(=O)c2c(CC(=O)c3ccccc3)cc(CCCCn3cccc3)cc2C1=O.O=C1c2ccccc2C(=O)c2ccccc21.O=C1c2ccccc2C(=O)c2ccccc21
Highest occupied orbital energy   -0.285 hartree
Frontier orbital gap   6.0 eV
Largest force on an atom   8.7 eV/A
Charge   0

Here are the Löwdin charges for atoms 1 to 99, given in e:
1 C -0.15
2 C -0.17
3 C -0.18
4 F -0.12
5 C 0.00
6 C -0.02
7 C -0.15
8 C -0.19
9 C -0.20
10 C -0.22
11 C -0.21
12 C -0.26
13 C -0.49
14 S 0.83
15 C -0.45
16 N -0.05
17 N -0.02
18 C -0.04
19 O -0.13
20 C -0.16
21 O -0.04
22 C 0.02
23 C -0.06
24 C -0.10
25 C -0.23
26 O -0.07
27 C -0.07
28 C -0.04
29 C -0.06
30 C -0.05
31 C -0.05
32 C 0.00
33 C 0.04
34 C -0.10
35 C -0.17
36 C -0.19
37 C -0.18
38 C -0.17
39 N -0.17
40 C -0.07
41 C -0.08
42 C -0.08
43 C -0.08
44 C 0.05
45 C -0.01
46 C -0.15
47 O -0.03
48 H 0.07
49 H 0.07
50 H 0.09
51 H 0.13
52 H 0.13
53 H 0.14
54 H 0.12
55 H 0.13
56 H 0.11
57 H 0.11
58 H 0.12
59 H 0.11
60 H 0.11
61 H 0.12
62 H 0.13
63 H 0.11
64 H 0.11
65 H 0.12
66 H 0.09
67 H 0.10
68 H 0.14
69 H 0.14
70 H 0.13
71 H 0.09
72 H 0.09
73 H 0.09
74 H 0.10
75 H 0.09
76 H 0.08
77 H 0.12
78 H 0.12
79 H 0.11
80 H 0.11
81 H 0.10
82 H 0.12
83 H 0.13
84 H 0.13
85 H 0.10
86 H 0.07
87 H 0.08
88 H 0.10
89 H 0.11
90 C -0.06
91 C -0.06
92 C 0.01
93 C -0.09
94 C -0.09
95 C 0.01
96 C -0.28
97 O 0.08
98 C -0.09
99 C 0.01